No. 1
This record from the OMol25 dataset describes a molecular structure, C28H46BiN4P. The level of theory is wB97M-V/def2-TZVPD.

Summary:
Total charge ... +2
Frontier orbital gap ... 7.20 eV

XYZ file:
```
80
Properties=species:S:1:pos:R:3:forces:R:3
H -4.501 0.720 0.852 -0.073 -0.093 -0.035
H 1.819 -1.896 3.137 -0.060 0.039 -0.035
H -4.271 2.960 1.771 -0.169 0.025 0.062
C -2.397 3.924 2.111 0.064 -0.085 -0.145
H 2.944 -1.708 -3.918 0.001 0.063 -0.099
C 0.567 1.708 -4.104 0.218 -0.241 0.049
H 2.489 0.635 1.307 -0.048 0.165 0.110
H -3.318 -1.396 1.535 -0.128 -0.099 0.065
C 0.944 2.954 0.641 -0.068 -0.068 0.015
H 2.102 -3.220 -1.406 -0.032 0.094 -0.025
C 0.999 -3.363 1.787 0.268 0.136 0.331
C -1.325 1.835 0.566 -0.156 0.195 0.222
H 1.352 -4.237 2.348 -0.022 0.051 -0.077
H 1.983 0.151 -3.829 0.108 -0.082 -0.106
C 0.940 1.974 -5.526 0.015 0.098 -0.066
H 3.314 -3.359 -3.456 0.043 -0.066 -0.080
H 4.225 0.420 1.285 0.061 0.033 0.092
C -0.857 2.155 -2.205 -0.003 0.078 -0.080
H -2.444 5.978 2.676 -0.043 0.069 0.036
C 3.122 -2.361 -3.069 0.020 0.067 0.154
N -2.485 -1.885 1.844 -0.139 0.297 -0.347
N -0.257 -3.599 1.091 0.051 -0.062 -0.433
H 1.025 3.651 -0.195 0.164 -0.028 -0.053
H -1.080 -4.066 2.958 0.045 -0.063 0.044
H 4.022 -2.033 -2.556 0.089 0.027 -0.016
C 0.660 -2.798 -2.952 0.153 -0.034 0.072
H -4.120 1.451 -0.700 -0.062 -0.170 -0.021
C -0.277 1.114 -1.478 0.207 -0.178 -0.275
H -0.402 4.682 2.143 0.139 0.139 0.089
C -0.440 2.449 -3.485 -0.003 -0.159 0.284
C -2.662 -3.330 1.680 0.123 -0.396 0.209
H -2.878 -0.834 3.645 0.032 -0.101 -0.040
H -2.761 4.856 3.994 -0.024 0.044 0.055
H -0.105 -4.196 0.285 0.044 -0.120 0.106
H 0.268 -2.518 3.625 -0.040 0.070 0.025
H 3.073 1.660 -1.191 -0.021 0.055 -0.017
C -3.206 2.920 1.597 0.060 -0.001 0.061
C -0.497 2.864 1.044 -0.035 -0.061 -0.041
H -0.470 -0.220 3.985 0.017 0.093 -0.070
H -4.010 5.162 2.789 -0.084 0.049 0.014
H 0.073 1.820 -6.168 0.018 0.002 -0.106
C 1.906 -2.434 -2.150 -0.136 0.342 0.216
C 0.781 0.392 -2.071 -0.023 -0.348 0.405
H -1.831 -2.231 3.805 -0.056 0.026 -0.001
H 3.925 -1.234 -0.621 -0.146 0.016 -0.087
H 1.737 1.317 -5.859 0.061 -0.040 -0.062
H -1.642 2.732 -1.742 -0.124 0.094 0.024
H -0.915 3.257 -4.022 -0.058 0.079 -0.078
C -0.876 -0.449 2.995 -0.488 0.111 0.430
C -3.684 0.950 0.168 0.016 0.150 -0.001
H 1.267 3.004 -5.659 0.023 0.052 -0.040
C 3.280 -0.058 1.037 0.063 -0.102 -0.191
H 4.731 1.120 -0.940 0.111 -0.011 0.049
C -2.701 1.887 0.816 0.213 -0.029 -0.015
H -1.204 0.477 2.515 0.075 -0.023 0.177
H 1.318 1.988 0.307 0.101 0.109 0.013
C -2.941 5.045 2.935 -0.047 0.009 0.100
H 0.827 -0.330 1.898 0.040 0.054 0.038
H -0.202 -3.000 -2.317 -0.150 -0.083 -0.034
C -1.360 -4.111 1.908 -0.519 -0.022 0.035
H 3.211 -0.964 1.634 -0.080 -0.089 0.119
H -3.236 0.023 -0.193 -0.091 0.015 -0.062
H -1.562 -5.162 1.682 0.058 0.067 0.066
N -0.727 0.791 -0.197 -0.046 0.277 0.353
H 0.403 -1.999 -3.643 -0.098 0.057 -0.066
Bi -0.865 -1.345 -0.041 -0.135 -0.144 0.124
H 1.560 3.330 1.455 0.075 0.024 0.031
C 1.180 0.705 -3.371 -0.155 0.201 -0.232
H -3.012 -3.503 0.659 -0.079 -0.015 0.009
P 1.564 -0.927 -1.083 0.978 -0.144 -0.770
C -1.043 3.883 1.804 -0.141 -0.172 -0.051
H 0.862 -3.693 -3.536 -0.064 -0.118 -0.041
C -2.075 -1.390 3.156 0.249 0.224 0.228
H 3.827 0.552 -2.339 0.023 0.066 -0.090
N 0.151 -1.049 2.138 0.055 0.202 -0.435
H -3.420 -3.727 2.363 -0.016 0.040 -0.079
H 1.753 -3.118 1.037 0.040 -0.054 0.008
C 3.747 0.811 -1.285 0.002 -0.086 -0.105
C 3.268 -0.374 -0.458 -0.518 -0.043 0.118
C 0.838 -2.191 2.759 0.259 -0.476 -0.030
```
Positions in Å, forces in eV/Å.

No. 2
This record from the OMol25 dataset describes a molecular structure, C26H36BFN3O6Sn. The level of theory is wB97M-V/def2-TZVPD.

Summary:
Total charge ... +1
Frontier orbital gap ... 4.94 eV

XYZ file:
```
74
Properties=species:S:1:pos:R:3:forces:R:3
H 4.928 1.561 0.387 0.000 -0.015 0.027
C -2.998 -3.253 0.955 -0.050 -0.109 0.043
C 0.159 1.907 -0.251 -0.267 -0.125 -0.136
C 3.416 3.552 0.332 0.126 0.080 -0.123
O -2.378 -2.777 0.022 0.063 0.020 0.104
H 9.083 0.186 -0.141 0.058 -0.064 0.097
H -7.029 -0.899 0.894 -0.023 0.003 0.013
C 0.439 0.517 -0.080 0.010 0.216 0.002
H 3.972 3.769 -0.575 0.015 0.011 0.023
C -2.981 -4.744 1.173 0.021 -0.040 -0.131
C 6.413 -2.233 0.297 -0.091 0.082 0.055
C -7.319 -0.989 -2.540 0.152 -0.002 0.102
C 7.902 -2.236 0.691 -0.211 -0.266 -0.189
H -6.694 -0.736 -3.394 -0.028 0.033 -0.001
C -6.665 -0.591 -1.228 -0.303 0.031 0.143
H 9.060 -0.972 1.908 0.015 -0.011 0.019
H 8.071 1.113 0.981 0.008 -0.055 0.092
H 6.511 0.924 -0.780 0.027 0.017 -0.013
H 6.293 -2.784 -0.640 0.044 -0.004 0.004
H -4.199 -2.964 2.734 0.006 0.006 0.033
H -7.485 -2.067 -2.549 -0.029 0.001 -0.015
H -7.631 1.268 0.717 -0.008 0.022 -0.001
C -3.782 -2.396 1.909 0.072 0.149 -0.071
H -1.985 -5.024 1.525 -0.015 0.012 0.043
C -7.504 1.675 -0.284 0.169 -0.061 0.024
F 3.892 -2.793 -0.279 0.172 0.006 0.022
H -5.719 2.623 -2.174 -0.060 0.031 -0.009
H 8.557 -2.283 -0.177 0.062 0.088 0.045
H -8.494 -0.938 -0.112 -0.005 0.003 0.059
C 2.843 1.170 0.140 -0.138 -0.257 -0.003
H 7.248 -0.528 -1.433 0.005 0.011 0.007
Sn -2.285 -0.556 -1.387 -0.246 0.310 -0.213
N 2.453 2.492 0.178 -0.171 0.184 -0.001
C 4.587 -0.532 0.099 -0.121 0.180 0.106
H -7.082 1.786 -2.955 0.025 -0.016 -0.049
H 3.876 3.035 2.443 -0.068 -0.010 -0.039
C 6.938 -0.034 -0.504 -0.010 -0.111 -0.025
H -7.359 -2.297 -0.141 -0.027 -0.010 0.002
O -5.172 0.983 -0.333 0.014 0.198 0.345
C 3.077 4.704 1.224 -0.061 0.033 0.053
H -5.442 1.087 -2.983 -0.033 0.026 -0.058
O -5.317 -1.122 -1.180 -0.015 -0.086 0.012
O -0.414 -0.388 -0.016 -0.144 -0.186 0.127
H -3.136 -5.251 0.221 0.012 0.025 0.000
H 5.830 -2.743 1.060 -0.015 -0.030 0.001
H -4.587 -1.920 1.345 -0.039 -0.061 0.031
O -1.530 3.546 -0.305 0.097 -0.032 -0.077
H 0.932 3.865 -0.190 -0.030 0.003 0.090
C 8.150 0.184 0.420 -0.167 0.283 -0.340
H -8.451 1.605 -0.821 -0.034 0.031 0.032
O -1.889 1.627 -1.405 -0.112 -0.283 0.135
N 8.179 -0.949 1.397 0.073 -0.053 0.059
C -7.440 -1.212 -0.067 0.172 0.046 -0.081
H 2.132 4.672 1.748 -0.002 -0.043 -0.018
H -7.228 2.726 -0.196 -0.037 0.011 -0.006
H 8.130 -3.075 1.343 0.056 0.070 0.071
H -3.147 -1.591 2.280 -0.006 -0.003 0.001
C 2.255 -1.151 -0.111 0.041 0.013 0.031
C -6.424 0.942 -1.057 -0.156 -0.082 -0.286
C 1.857 0.178 0.006 0.226 -0.008 0.031
C -1.220 2.419 -0.653 -0.016 0.170 0.027
N 5.967 -0.844 0.216 0.075 -0.076 -0.011
C 1.155 2.810 -0.096 0.107 -0.059 0.083
C 4.127 3.721 1.644 0.059 -0.052 0.105
H 3.379 5.692 0.911 0.027 -0.027 -0.051
C 3.580 -1.489 -0.090 -0.224 -0.046 -0.048
H -3.718 -5.077 1.898 -0.009 0.006 0.010
H 7.414 -0.801 2.060 0.034 0.053 0.058
B -4.499 -0.172 -0.594 0.671 -0.053 -0.504
H 5.164 4.028 1.626 -0.007 0.019 -0.051
C 4.186 0.793 0.221 0.164 -0.013 0.003
H 1.496 -1.910 -0.258 0.030 -0.031 0.019
H -8.284 -0.488 -2.639 -0.015 -0.019 -0.049
C -6.162 1.650 -2.387 0.085 -0.082 0.210
```
Positions in Å, forces in eV/Å.

No. 3
This record from the OMol25 dataset describes a single C19H15N5O2 molecule. The level of theory is wB97M-V/def2-TZVPD.

Summary:
Frontier orbital gap ... 8.24 eV
SMILES ... O=[N+]([O-])c1ccc2c(c1)nc(-c1ccccn1)n2CCc1ccncc1

XYZ file:
```
41
Properties=species:S:1:pos:R:3:forces:R:3
C -1.302 0.865 -4.015 -0.220 2.035 3.609
N 1.147 -4.523 3.804 -0.016 -0.059 -0.542
H 0.481 4.558 -0.847 -0.381 0.914 -0.308
N -0.609 0.496 -0.147 1.094 -3.072 -0.109
O 0.356 6.334 1.110 0.253 1.174 -0.327
H -2.163 -1.648 -5.847 -0.548 -1.341 -1.100
N -0.458 2.136 -1.630 0.431 1.097 1.539
C -1.059 0.200 -2.743 -1.116 -3.555 -3.074
H -1.556 -2.916 -3.737 -0.316 -0.139 0.103
H -1.095 -0.853 1.238 0.320 -0.654 0.721
C -0.684 0.853 -1.522 0.750 3.612 2.723
C -0.147 1.574 0.643 -0.823 0.477 -2.470
C 0.744 4.223 1.314 -2.324 -5.187 -1.859
H 1.842 -2.875 4.993 0.198 -0.541 0.425
H 0.941 3.420 3.290 0.011 0.029 0.037
H 1.551 -0.618 0.559 0.763 0.399 0.810
H -1.131 -1.536 -0.369 0.606 0.240 0.399
C -1.613 -1.841 -3.789 1.047 1.562 0.085
H 1.573 -1.236 3.326 -0.180 0.348 0.068
C 1.504 -3.236 4.040 -2.175 0.210 -3.104
O 1.628 5.717 2.719 1.177 0.149 1.092
C 0.930 -2.491 1.691 0.911 -0.829 1.019
C -1.825 0.209 -5.073 0.931 -0.022 -1.036
C -0.507 -0.953 0.336 -1.534 1.633 -1.059
H 0.363 1.045 2.677 -0.120 -0.150 0.430
H -1.284 1.961 -3.968 0.395 -0.477 -0.257
C 0.679 -3.858 1.500 -0.269 -0.315 1.482
N 0.984 5.497 1.735 -1.127 2.492 -0.141
C 0.275 1.822 1.947 0.329 2.388 -0.253
C 0.921 -1.478 0.499 -1.200 -1.228 0.836
C 0.650 3.206 2.272 0.066 -2.516 -0.720
C -0.153 2.625 -0.316 0.555 0.960 -0.863
C -1.899 -1.171 -4.960 -0.306 0.207 -0.107
C 0.248 3.946 -0.010 1.200 -1.811 0.948
N -1.184 -1.155 -2.713 -0.117 0.550 0.542
C 0.702 -4.832 2.556 0.726 3.756 -0.057
C 1.249 -2.228 3.052 1.411 -0.192 -0.201
H 1.256 -2.001 -0.401 -0.256 -0.080 0.047
H 0.260 -5.754 2.263 0.205 -1.052 0.620
H 0.348 -4.238 0.573 -0.186 -0.206 -1.169
H -1.964 0.755 -6.048 -0.167 -0.805 1.223
```
Positions in Å, forces in eV/Å.

No. 4
This record from the OMol25 dataset describes a molecular structure, C25H24BClF4N3O10V. The level of theory is wB97M-V/def2-TZVPD.

Summary:
Total charge ... -1
Frontier orbital gap (alpha / beta) ... 5.78 / 6.11 eV
Spin multiplicity ... 4

XYZ file:
```
69
Properties=species:S:1:pos:R:3:forces:R:3
H 6.287 2.973 2.628 -0.003 0.000 -0.003
C 0.838 1.531 4.512 0.005 0.025 0.017
C 4.357 2.542 1.800 0.000 0.010 0.016
Cl 2.754 -2.344 -0.386 0.096 0.067 -0.184
H -4.400 0.873 -1.775 -0.002 0.006 -0.011
N -0.525 0.275 1.271 -0.152 0.211 0.059
C 6.462 2.226 0.631 -0.005 -0.003 -0.004
H -5.400 1.087 2.000 0.008 -0.001 -0.006
C -3.873 -0.079 -1.570 -0.008 0.011 -0.002
N -0.334 -1.333 -1.789 -0.168 -0.085 -0.664
O 2.973 -2.020 -1.756 0.087 -0.030 0.004
O 1.550 -3.175 -0.253 -0.040 0.111 0.027
H -4.320 2.130 1.074 -0.007 -0.004 0.000
C 0.639 -0.732 3.074 -0.003 0.004 -0.019
H -2.092 -3.686 -3.481 0.006 0.014 -0.014
C -4.880 -1.216 -1.613 -0.009 0.013 -0.008
O -1.374 -2.702 0.243 -0.405 -0.436 -0.299
F -0.236 2.783 2.876 -0.006 0.014 -0.023
C -1.315 1.399 0.784 0.041 0.020 0.065
H -5.592 1.226 0.250 0.002 0.000 0.008
H 3.787 2.826 2.675 0.010 0.000 -0.008
C 0.202 -0.596 -2.860 -0.008 -0.013 0.101
H 7.542 2.287 0.636 -0.004 0.000 0.000
C 0.971 0.483 -2.639 -0.031 0.032 -0.002
H -1.513 0.901 -1.294 0.069 -0.058 -0.044
C -1.455 -2.826 -3.347 -0.040 -0.045 0.029
O 3.880 -2.987 0.192 -0.076 0.013 0.105
H -5.270 -1.323 -2.627 -0.003 0.010 0.008
O 3.566 1.243 -1.422 0.034 -0.048 0.033
C 5.751 2.615 1.759 0.004 0.001 -0.001
F 1.769 -1.921 4.740 -0.007 0.009 -0.012
C -1.629 -3.083 -0.899 -0.096 0.091 0.182
F 0.543 -1.905 2.364 0.005 0.073 -0.040
C -4.856 1.180 1.057 -0.004 0.010 -0.005
C -1.124 -2.391 -2.095 -0.039 0.114 -0.115
B 2.311 1.322 -0.809 -0.099 0.052 -0.077
V 0.189 -1.379 0.183 0.610 0.040 0.997
C 5.811 1.745 -0.508 0.016 0.005 0.006
H -1.107 -2.410 -5.460 -0.003 0.003 0.004
F 0.944 2.690 5.199 -0.007 -0.015 -0.013
C 1.270 -0.756 4.285 0.020 -0.047 0.007
H 1.890 0.389 6.012 0.001 0.001 -0.007
C 4.441 1.681 -0.456 -0.004 -0.013 -0.037
O 2.390 1.900 0.458 -0.010 -0.082 0.033
O -2.388 -4.165 -1.084 -0.043 0.033 -0.029
H -4.466 -0.934 0.917 0.007 0.001 -0.007
C 0.052 0.413 2.475 0.022 -0.037 -0.030
H -1.972 1.771 1.580 0.011 0.002 0.014
C -2.161 1.104 -0.442 0.025 -0.020 0.016
N -3.104 -0.003 -0.339 0.044 -0.039 0.000
H 2.481 1.063 -3.656 0.014 0.003 0.004
C -3.898 -0.001 0.880 0.009 -0.006 0.005
C -0.093 -1.039 -4.215 -0.051 -0.099 -0.029
H -2.692 2.047 -0.676 0.010 0.015 -0.015
C -0.894 -2.102 -4.444 0.075 0.091 -0.019
C 0.198 1.568 3.291 -0.002 0.000 0.010
H -2.609 -4.487 -0.198 -0.012 -0.011 0.005
H 0.342 -0.478 -5.030 0.002 -0.007 -0.003
H -4.417 -2.162 -1.334 0.051 -0.050 0.013
H -3.153 -0.205 -2.384 0.008 -0.018 0.001
H 6.355 1.425 -1.387 -0.007 0.001 0.002
H -3.202 -0.044 1.720 0.002 -0.001 0.001
O 2.425 -1.107 0.363 0.122 0.100 -0.137
C 1.392 0.388 5.056 0.003 0.013 0.026
C 3.729 2.073 0.672 -0.022 -0.021 0.008
H -5.729 -1.041 -0.949 0.017 -0.008 -0.004
O 1.129 0.986 -1.353 -0.075 -0.052 0.094
H -0.678 2.244 0.503 0.016 0.027 -0.017
O 1.533 1.248 -3.633 0.000 0.001 -0.013
```
Positions in Å, forces in eV/Å.

no.,electronic energy (eV)
1,-50858.6890
2,-53522.2410
3,-31487.2290
4,-101015.4878